(1)
Molecular formula: C20H38B6F24N4O2
Method: DFT, ωB97M-V/def2-TZVPD

XYZ file:
```
94
Properties=species:S:1:pos:R:3:forces:R:3
C 5.565437 -14.872396 22.661498 -3.048 0.411 0.389
N 6.738631 -14.838297 21.915607 3.262 -0.388 -2.141
C 6.783032 -14.300506 20.635042 3.011 -1.096 0.394
C 8.069372 -14.120622 20.027359 -1.877 -0.341 1.907
C 9.219229 -14.423510 20.794268 -0.144 1.556 -3.160
C 9.094493 -15.074660 21.962875 -0.077 -1.391 2.462
C 7.877508 -15.336181 22.510633 -1.634 1.637 -0.535
C 10.564932 -13.997972 20.322862 0.303 -1.936 1.418
C 10.739647 -12.901922 19.577140 -0.370 1.717 -2.462
C 11.979140 -12.437379 19.115787 -0.323 -0.771 0.359
N 13.075616 -13.104437 19.468840 -0.875 -2.274 2.133
C 12.969979 -14.210896 20.299723 -2.347 -0.055 -0.330
C 11.706141 -14.712102 20.706520 2.610 1.688 0.068
C 14.385329 -12.710135 19.035478 0.357 0.980 -1.149
H 5.659991 -14.404679 23.641498 0.210 0.061 -0.146
H 5.146131 -15.870209 22.790576 0.198 -0.089 -0.102
H 4.876588 -14.284654 22.054744 -0.514 -0.077 0.536
H 5.911919 -14.140714 20.016956 -0.424 0.444 0.572
H 8.026742 -13.681433 19.041614 0.447 0.134 -0.190
H 9.920738 -15.343738 22.604211 0.303 0.015 -0.301
H 7.715825 -15.697753 23.515384 0.158 -0.233 -0.070
H 9.869363 -12.456943 19.117804 -0.145 0.749 0.211
H 12.085184 -11.608265 18.431873 0.177 0.404 -0.119
H 13.847069 -14.762415 20.604599 0.308 0.476 -0.238
H 11.774798 -15.460483 21.482160 -0.404 -0.427 -0.359
H 15.060311 -13.565670 19.011598 -0.103 0.245 0.120
H 14.710089 -11.859011 19.633999 0.270 -0.086 0.016
H 14.181613 -12.310168 18.042188 0.796 0.163 -0.208
C 6.719116 -6.586733 18.797931 -1.304 -0.351 -0.048
C 7.562254 -5.374618 18.417427 0.470 -0.850 -1.469
C 6.852136 -4.111124 17.765549 1.276 1.104 -0.686
O 7.736863 -3.071191 17.322542 -0.126 0.155 1.987
C 8.229790 -3.070270 16.019650 0.216 -1.901 -1.057
N 8.365042 -4.993349 19.594366 -0.384 0.727 0.949
H 7.894296 -4.238848 20.073138 0.060 0.220 0.672
H 8.526276 -5.793591 20.189114 -0.347 -0.217 0.414
H 9.302868 -4.663708 19.415652 0.967 0.951 -0.699
H 5.997998 -6.452712 19.604237 -0.323 0.867 0.070
H 7.206684 -7.484359 19.178257 1.046 0.176 -0.388
H 6.145712 -6.958741 17.948862 0.154 0.228 -0.217
H 8.397511 -5.761161 17.833443 -0.630 0.111 -1.218
H 6.279090 -3.558138 18.509811 -0.238 -0.424 0.533
H 6.188302 -4.238695 16.910468 -0.139 -1.400 0.198
H 7.398104 -2.971122 15.322105 0.067 0.473 -0.325
H 8.676364 -4.030542 15.761638 -0.083 -0.423 0.028
H 9.081708 -2.413533 15.843503 -0.558 0.652 0.593
C 11.175616 -5.696145 14.072249 0.406 -1.089 0.684
C 11.518497 -6.545304 15.387610 -0.683 -0.700 -0.833
C 10.446445 -7.558687 15.886614 0.778 2.123 -3.150
O 10.851053 -8.166178 17.059506 -0.604 -0.452 -0.175
C 10.047613 -9.256024 17.468883 0.621 0.073 1.454
N 12.890410 -7.246442 15.141945 -1.515 1.944 0.579
H 13.213794 -7.789267 15.929888 0.130 -0.082 0.580
H 12.998018 -7.760242 14.279090 -0.624 -0.315 -0.780
H 13.451235 -6.411840 15.046997 1.388 0.325 -0.123
H 11.895152 -4.877389 14.073424 -0.077 0.033 -0.191
H 10.159529 -5.322718 13.944872 -0.133 0.049 0.945
H 11.275354 -6.275582 13.154427 0.520 -0.277 0.174
H 11.623278 -5.829918 16.203300 0.811 -0.054 0.010
H 10.237541 -8.181353 15.016690 0.011 -0.995 0.313
H 9.594908 -6.879024 15.854425 -0.792 -0.237 1.110
H 9.789153 -10.044582 16.762141 0.202 0.391 -0.563
H 9.144703 -8.974554 18.010767 -0.325 0.388 -0.447
H 10.669965 -9.674497 18.259865 0.108 -0.538 0.126
B 11.260931 -3.230849 19.028017 1.086 1.685 -1.840
F 10.990020 -3.950613 20.109100 -1.633 -3.140 3.606
F 12.091077 -3.925609 18.213688 0.787 -0.490 -0.801
F 10.075392 -2.954829 18.367880 -1.398 -0.020 -0.611
F 11.767229 -2.050917 19.505760 0.965 1.671 0.131
B 7.336380 -11.310288 18.214239 -0.379 3.304 -0.621
F 8.209916 -11.967017 17.374267 0.623 -1.342 0.207
F 6.946825 -10.116653 17.660655 -0.605 0.843 -1.486
F 6.198668 -11.991070 18.527371 -1.227 -2.385 0.578
F 7.920119 -10.851804 19.387747 1.615 -1.184 2.021
B 13.328567 -7.785818 11.703808 -0.919 0.018 -1.414
F 12.648325 -7.430933 10.594777 -2.057 -0.050 -3.198
F 13.864010 -6.667934 12.094967 1.882 3.953 2.890
F 12.485509 -8.407460 12.551327 -2.613 -0.883 3.055
F 14.267024 -8.676392 11.486073 3.723 -3.322 -1.448
B 15.197047 -4.448827 15.416598 -0.777 1.366 -0.649
F 13.969748 -4.219604 16.010044 -1.250 0.096 0.544
F 15.998321 -5.146412 16.212934 1.959 -1.575 2.034
F 14.946296 -5.224384 14.288884 -0.068 -0.145 -1.180
F 15.792066 -3.188507 15.172838 0.164 0.178 -0.683
B 14.358268 -9.464001 17.923653 1.065 0.726 -0.815
F 13.610592 -10.352440 17.184478 -1.562 -1.742 -0.764
F 13.916908 -9.553715 19.247111 0.198 -0.297 0.823
F 15.697248 -9.841808 17.712577 0.339 -0.394 0.974
F 14.198809 -8.209281 17.395807 -0.275 0.782 0.259
B 6.951210 -6.740517 14.221740 0.247 -1.109 -2.116
F 7.654739 -7.853697 13.773825 0.635 -0.974 -0.109
F 5.707926 -6.794071 13.580760 -0.903 0.464 -0.007
F 6.840656 -6.775140 15.557695 -0.652 -0.001 3.033
F 7.663282 -5.628442 13.873732 0.560 1.772 -0.536
```
Positions in Å, forces in eV/Å.

- Total charge: -2
- Energy: -100723.431 eV
- E_LUMO: -0.04204 Eh
- Gap between HOMO and LUMO: 3.68 eV
- F_max: 5.25 eV Å⁻¹
- HOMO level: -4.8 eV

Mulliken population analysis, charges in e, atoms 1 to 2: -1.02, 0.10

(2)
Molecular formula: CO5S
Method: DFT, ωB97M-V/def2-TZVPD

XYZ file:
```
7
Properties=species:S:1:pos:R:3:forces:R:3
C -1.629841 -0.176872 -0.021946 -2.095 -1.917 1.031
O -2.382690 -0.932288 0.393690 -0.311 -0.245 0.146
O 1.366738 -0.514426 -1.211889 0.356 -0.469 -1.448
O 1.580115 1.521382 0.180989 -0.742 -2.278 -0.288
O 0.779847 -0.610489 1.091072 -1.069 -2.159 3.644
O -0.880704 0.574881 -0.441361 0.907 2.492 -1.484
S 1.166537 0.137809 0.009447 2.954 4.577 -1.602
```
Positions in Å, forces in eV/Å.

- Energy: -22108.693 eV
- E_LUMO: -0.00078 Eh
- Gap between HOMO and LUMO: 11.91 eV
- F_max: 5.68 eV Å⁻¹
- HOMO level: -11.9 eV

Mulliken population analysis, charges in e, atoms 1 to 2: 0.81, -0.29

(3)
Molecular formula: C6H12
Method: DFT, ωB97M-V/def2-TZVPD

XYZ file:
```
18
Properties=species:S:1:pos:R:3:forces:R:3
C -2.950927 -0.037210 -0.158293 -0.608 1.248 2.318
C -1.520145 0.110925 0.420888 -3.586 0.118 2.389
C -0.459123 -0.180772 -0.258253 2.948 0.882 0.074
C 0.881608 -0.003219 0.355657 2.829 -1.563 0.569
C 1.622999 1.251516 -0.176063 2.346 -0.859 5.240
C 1.796885 -1.231385 -0.028177 -3.225 -0.450 4.638
H -3.517382 1.048328 0.002488 0.994 -3.260 -0.574
H -3.490768 -0.980389 0.225588 0.427 1.904 0.532
H -2.907484 -0.380151 -1.153759 0.286 0.605 -1.714
H -1.456126 0.425013 1.588814 0.002 -0.798 -2.991
H -0.259720 -0.383744 -1.304684 -1.312 -0.277 -0.323
H 0.877550 -0.000749 1.459850 -0.434 0.477 -0.394
H 2.809943 1.451795 0.271301 -3.626 -0.628 -0.496
H 0.915406 1.952825 0.139244 -0.275 2.273 0.047
H 1.861625 1.271661 -1.142374 0.098 -0.108 -4.258
H 2.731297 -0.975407 0.368394 1.585 -0.312 0.400
H 1.735459 -1.139519 -1.013034 0.449 -0.675 -4.528
H 1.328902 -2.199511 0.402420 1.100 1.423 -0.928
```
Positions in Å, forces in eV/Å.

- Energy: -6413.619 eV
- E_LUMO: 0.04270 Eh
- Gap between HOMO and LUMO: 10.55 eV
- F_max: 5.81 eV Å⁻¹
- HOMO level: -9.4 eV
- SMILES: C/C=C/C(C)C

Mulliken population analysis, charges in e, atoms 1 to 2: -1.05, 0.09

(4)
Molecular formula: CH2Br2NO
Method: DFT, ωB97M-V/def2-TZVPD

XYZ file:
```
7
Properties=species:S:1:pos:R:3:forces:R:3
C 0.124802 0.245191 -0.356065 -2.233 -0.782 0.418
N -0.892973 -0.258124 0.332906 1.269 -0.081 -1.786
O -1.567442 -1.336454 0.163537 0.273 -0.533 -0.493
Br 2.579325 -0.812428 -0.004189 0.684 -0.251 0.167
Br 0.434540 2.026886 0.031698 0.431 0.879 0.245
H 0.515581 -0.095549 -1.309888 -0.542 -0.277 0.521
H -1.193836 0.230480 1.142002 0.118 1.043 0.928
```
Positions in Å, forces in eV/Å.

- Total charge: -1
- Energy: -144691.585 eV
- E_LUMO (spin up / spin down): 0.11583 / 0.11583 Eh
- Gap between HOMO and LUMO (spin up / spin down): 6.74 / 6.74 eV
- F_max: 2.40 eV Å⁻¹
- HOMO level (spin up / spin down): -3.6 / -3.6 eV

Mulliken population analysis, charges in e, atoms 1 to 2: -0.17, 0.12

Values for ΔE to the lowest compared entry with this formula, charge and spin, eV, ordered as above
5.8984, 0.4393, 3.3219, 0.0551